Formula: C74H169N7O16S8
Source: the Open Molecules 2025 dataset
Level of theory: wB97M-V/def2-TZVPD

Structure (XYZ):
```
274
C74H169N7O16S8 | the Open Molecules 2025 dataset | wB97M-V/def2-TZVPD
C 0.497 10.145 1.765
C 1.155 10.684 3.079
N 2.051 11.866 2.975
C 1.647 12.867 2.000
C 0.269 13.518 2.224
C 2.383 12.452 4.317
C 3.753 13.343 4.379
H -0.067 9.231 1.953
H 1.189 10.039 0.930
H -0.258 10.828 1.375
H 0.391 10.930 3.816
H 1.700 9.842 3.506
H 2.427 13.628 1.985
H 1.639 12.358 1.036
H -0.575 12.829 2.253
H 0.264 14.151 3.111
H 0.136 14.314 1.492
H 2.510 11.625 5.015
H 1.625 13.140 4.692
H 4.531 12.655 4.047
H 3.988 13.676 5.390
H 3.725 14.231 3.748
C 3.227 6.618 -6.560
C 1.874 5.883 -6.324
N 0.788 6.779 -6.718
C -0.381 6.763 -5.774
C -1.141 5.453 -5.952
C 0.549 6.687 -8.136
C -0.420 7.674 -8.718
H 3.204 7.655 -6.226
H 3.525 6.610 -7.608
H 4.080 6.152 -6.066
H 1.834 4.867 -6.720
H 1.824 5.697 -5.252
H -0.066 6.746 -4.731
H -0.952 7.690 -5.811
H -1.932 5.591 -5.215
H -1.592 5.336 -6.938
H -0.561 4.574 -5.673
H 0.119 5.687 -8.198
H 1.476 6.689 -8.710
H -1.003 8.224 -7.978
H -1.101 7.219 -9.437
H 0.197 8.463 -9.147
C -2.120 -1.306 -8.390
C -0.753 -0.629 -8.521
N -0.020 -0.967 -9.775
C 1.257 -0.252 -9.621
C 2.287 -0.882 -8.671
C -0.880 -0.646 -10.938
C -0.217 -0.909 -12.340
H -2.458 -1.487 -7.369
H -2.055 -2.278 -8.880
H -2.865 -0.642 -8.827
H -0.892 0.442 -8.375
H -0.080 -1.012 -7.754
H 1.801 -0.275 -10.566
H 1.111 0.762 -9.249
H 3.147 -0.224 -8.550
H 2.044 -1.016 -7.617
H 2.620 -1.894 -8.903
H -1.205 0.379 -10.757
H -1.840 -1.161 -10.916
H -0.927 -0.964 -13.166
H 0.282 -1.869 -12.209
H 0.503 -0.113 -12.530
C -1.118 -10.711 -0.260
C -2.029 -11.258 -1.413
N -2.701 -10.134 -2.066
C -3.329 -10.709 -3.331
C -3.245 -9.727 -4.470
C -3.745 -9.380 -1.342
C -4.725 -10.325 -0.585
H -1.764 -10.485 0.588
H -0.620 -9.757 -0.435
H -0.335 -11.377 0.103
H -1.510 -11.922 -2.104
H -2.729 -11.920 -0.902
H -4.348 -11.009 -3.090
H -2.761 -11.552 -3.725
H -3.616 -10.182 -5.389
H -2.208 -9.391 -4.482
H -3.758 -8.821 -4.149
H -3.251 -8.673 -0.677
H -4.245 -8.702 -2.034
H -4.956 -11.195 -1.199
H -4.285 -10.664 0.352
H -5.593 -9.853 -0.125
C 0.749 1.210 -0.008
C 0.305 0.111 1.023
N -0.525 -0.917 0.261
C 0.276 -1.641 -0.746
C 1.397 -2.544 -0.227
C -1.427 -1.746 1.134
C -2.675 -2.274 0.397
H 1.534 0.963 -0.722
H 0.890 2.107 0.595
H -0.116 1.396 -0.644
H 1.149 -0.325 1.557
H -0.307 0.642 1.751
H -0.412 -2.282 -1.297
H 0.672 -0.931 -1.472
H 2.227 -1.951 0.158
H 1.093 -3.239 0.556
H 1.718 -3.171 -1.059
H -1.771 -1.094 1.937
H -0.936 -2.505 1.742
H -3.435 -2.682 1.064
H -2.416 -3.062 -0.310
H -3.272 -1.486 -0.062
C -13.783 0.778 -1.348
C -12.551 0.664 -2.311
N -11.384 -0.079 -1.918
C -10.306 0.048 -2.941
C -9.690 1.512 -3.091
C -11.784 -1.490 -1.723
C -10.632 -2.404 -1.238
H -14.020 -0.191 -0.908
H -14.669 1.171 -1.847
H -13.492 1.431 -0.525
H -12.796 0.303 -3.309
H -12.251 1.683 -2.556
H -9.455 -0.560 -2.635
H -10.648 -0.424 -3.862
H -8.815 1.532 -3.741
H -10.389 2.173 -3.604
H -9.478 1.927 -2.106
H -12.195 -1.924 -2.634
H -12.434 -1.519 -0.849
H -9.959 -2.634 -2.064
H -11.033 -3.312 -0.787
H -10.180 -1.976 -0.343
C -6.279 8.792 2.970
C -6.316 7.231 3.175
N -7.376 6.587 2.418
C -7.474 5.122 2.559
C -6.124 4.446 2.183
C -8.717 7.209 2.564
C -9.313 7.106 3.972
H -7.193 9.321 3.238
H -6.168 9.122 1.937
H -5.354 9.178 3.398
H -5.314 6.870 2.942
H -6.421 7.029 4.241
H -7.745 4.861 3.582
H -8.227 4.704 1.892
H -5.617 4.906 1.335
H -5.368 4.503 2.966
H -6.237 3.364 2.123
H -9.318 6.675 1.827
H -8.763 8.248 2.239
H -9.013 6.218 4.526
H -10.401 7.062 3.934
H -8.993 7.933 4.606
C 7.819 8.864 1.242
C 7.036 7.716 0.644
C 6.678 8.172 -0.796
S 8.231 8.727 -1.491
O 8.006 9.925 -2.273
O 8.957 7.591 -2.043
C 8.992 9.122 0.214
H 7.965 8.572 2.282
H 7.229 9.771 1.371
H 6.076 7.486 1.106
H 7.619 6.802 0.760
H 5.999 9.005 -0.979
H 6.206 7.396 -1.397
H 9.451 10.110 0.173
H 9.767 8.365 0.330
C 10.057 1.386 -0.029
C 10.884 0.442 -0.981
C 10.344 0.466 -2.452
S 8.523 0.613 -2.268
O 7.940 -0.734 -2.490
O 8.054 1.766 -3.025
C 8.584 1.093 -0.410
H 10.391 2.352 -0.410
H 10.312 1.376 1.031
H 10.695 -0.580 -0.653
H 11.944 0.683 -0.896
H 10.560 -0.366 -3.121
H 10.714 1.339 -2.988
H 8.254 0.205 0.130
H 7.886 1.913 -0.241
C 11.352 -7.111 -1.521
C 10.229 -6.758 -2.486
C 9.001 -6.687 -1.577
S 9.138 -8.185 -0.430
O 8.598 -9.361 -1.022
O 8.785 -7.781 0.898
C 10.909 -8.343 -0.678
H 11.620 -6.255 -0.903
H 12.240 -7.346 -2.107
H 10.042 -7.493 -3.269
H 10.386 -5.773 -2.925
H 7.965 -6.696 -1.916
H 9.018 -5.820 -0.917
H 11.177 -9.307 -1.112
H 11.356 -8.350 0.316
C 2.437 -7.246 5.152
C 2.666 -5.954 5.988
C 1.950 -6.167 7.369
S 2.185 -7.924 7.803
O 0.866 -8.439 8.187
O 3.275 -8.153 8.698
C 2.631 -8.466 6.086
H 3.113 -7.447 4.322
H 1.423 -7.123 4.771
H 2.299 -5.136 5.368
H 3.728 -5.727 6.087
H 0.903 -6.012 7.109
H 2.256 -5.523 8.193
H 2.037 -9.377 6.006
H 3.683 -8.746 6.145
C 4.309 -8.368 -5.875
C 5.345 -9.342 -6.554
C 5.448 -10.678 -5.838
S 3.664 -10.908 -5.282
O 3.585 -11.712 -4.034
O 2.904 -11.194 -6.523
C 3.437 -9.134 -4.896
H 3.568 -8.037 -6.602
H 4.742 -7.448 -5.482
H 6.296 -8.811 -6.507
H 5.169 -9.476 -7.621
H 6.158 -10.585 -5.016
H 5.725 -11.544 -6.438
H 3.867 -9.204 -3.897
H 2.356 -8.996 -4.853
C 6.444 2.890 6.398
C 5.492 1.759 5.903
C 4.262 1.627 6.810
S 3.858 3.388 7.340
O 3.638 3.460 8.756
O 2.846 3.846 6.369
C 5.538 4.061 6.872
H 7.253 3.170 5.724
H 7.076 2.477 7.185
H 5.960 0.844 5.540
H 5.036 2.231 5.033
H 4.552 1.262 7.795
H 3.314 1.154 6.554
H 6.055 4.443 7.752
H 5.463 4.908 6.191
C -5.716 -7.234 7.842
C -5.350 -7.184 6.349
C -6.611 -7.041 5.507
S -7.746 -8.286 6.270
O -7.376 -9.613 5.823
O -9.148 -7.791 6.197
C -7.121 -7.979 8.009
H -5.800 -6.228 8.253
H -4.914 -7.718 8.399
H -4.866 -8.081 5.962
H -4.784 -6.302 6.051
H -6.510 -7.342 4.464
H -7.072 -6.072 5.697
H -7.110 -8.902 8.589
H -7.847 -7.331 8.499
C -3.104 1.873 9.959
C -3.810 0.875 10.866
C -4.175 -0.424 10.097
S -3.691 -0.140 8.333
O -4.892 -0.454 7.523
O -2.424 -0.843 8.006
C -3.437 1.712 8.443
H -2.014 1.840 9.946
H -3.355 2.873 10.313
H -4.789 1.333 11.005
H -3.432 0.655 11.864
H -5.259 -0.537 10.081
H -3.739 -1.364 10.433
H -4.406 2.193 8.310
H -2.738 2.060 7.683
```

Calculated values
Strongest force on any atom (Eh/bohr): 0.06290
Calculated total energy (eV): -209337.799
Total charge: 0
Kohn-Sham gap (eV): 7.5117

These are the Mulliken partial charges, in e, on atoms 1 to 8: atom 1 (C): -1.291, atom 2 (C): -0.471, atom 3 (N): 0.074, atom 4 (C): -0.676, atom 5 (C): -1.070, atom 6 (C): -0.548, atom 7 (C): -1.174, atom 8 (H): 0.373